Here is a 7-piece molecular cluster, C36H45F5O14 overall at a distorted geometry from OMol25. Energies are from wB97M-V/def2-TZVPD.

Geometry as XYZ:
```
100
Properties=species:S:1:pos:R:3:forces:R:3:mulliken_charge:R:1
O 5.03042 3.52600 2.04682 -3.57 -2.97 1.93 -0.566
C 4.07002 2.85694 2.47781 0.88 0.56 -0.13 0.309
O 4.16164 1.64281 3.25955 0.03 1.32 -0.83 -0.338
C 2.86145 0.96972 3.45201 -2.49 1.54 -1.07 -0.044
C 2.06172 1.56283 2.16420 -0.81 -0.30 0.66 -0.321
C 2.48799 3.08585 2.38675 1.33 0.23 -0.79 -0.128
C 1.88867 4.23584 1.45050 -1.47 0.43 0.04 0.937
F 2.78782 5.31090 1.18831 -1.55 -2.12 0.49 -0.310
F 1.41609 3.76052 0.18128 1.31 0.63 2.11 -0.192
C 0.57241 4.80070 2.21035 -2.01 1.19 1.08 -0.270
C 0.68809 6.12201 3.02213 -2.83 -2.29 -0.46 -0.279
C -0.54913 6.64578 3.78948 0.09 -3.68 -2.26 -0.623
C -1.84946 5.80043 3.68974 2.00 -0.80 -1.23 -0.538
C -1.97231 4.47870 2.86984 3.25 1.26 -0.48 -0.163
C -3.31385 3.62586 2.75063 0.10 -0.48 -0.11 0.745
F -3.79961 3.30235 4.03908 0.66 0.68 -2.89 -0.233
F -4.33441 4.27702 2.01794 2.10 -1.40 1.86 -0.229
F -3.07257 2.38847 2.06114 -0.62 2.89 1.72 -0.266
C -0.73621 3.95285 2.11004 0.80 3.68 2.11 0.044
H 2.86436 -0.16170 3.59757 0.78 1.78 -0.57 0.284
H 2.21894 1.41254 4.31046 1.65 -0.59 -0.79 0.096
H 0.92369 1.47949 2.15206 1.47 -0.12 0.61 0.269
H 2.36849 1.01298 1.21336 0.13 1.41 1.02 0.240
H 2.20157 3.46030 3.43650 0.30 -0.96 -1.41 0.265
H 1.71564 6.63400 2.99600 -1.94 -0.71 0.20 0.345
H -0.46785 7.60270 4.41693 -0.38 -1.74 -1.13 0.320
H -2.77260 6.16017 4.24843 1.40 -0.56 -0.86 0.328
H -0.67519 3.00654 1.48610 -0.49 1.46 1.00 0.394
O 2.39420 1.29868 -2.10978 -0.29 -0.16 -0.72 -0.615
C 2.00444 1.89239 -3.08493 0.55 -0.11 0.79 0.588
O 1.75817 1.30240 -4.28578 0.06 -0.18 0.56 -0.421
C 1.41712 2.30896 -5.24762 0.00 0.20 -0.68 -0.419
C 0.93734 3.48808 -4.43633 -0.32 0.55 -0.10 -0.500
C 1.76538 3.37464 -3.17427 -0.49 0.20 -0.08 1.011
H 2.30856 2.54500 -5.83644 0.01 0.00 0.12 0.272
H 0.64266 1.93142 -5.91508 0.21 -0.13 0.16 0.312
H 1.05360 4.44207 -4.95330 0.03 -0.13 -0.03 0.367
H -0.12214 3.36414 -4.19242 0.11 0.02 -0.12 0.154
H 2.72522 3.88487 -3.27087 -0.14 -0.14 -0.01 -0.748
H 1.22077 3.73794 -2.30273 0.32 -0.11 0.10 -0.030
O 2.43756 -1.92956 4.19885 0.55 -0.51 -0.45 -0.721
C 2.76485 -2.91458 3.58378 -0.67 0.42 0.36 0.485
O 3.71664 -2.92060 2.61201 -0.20 0.32 0.39 -0.363
C 3.77814 -4.22072 2.01592 0.25 -0.31 -0.40 -0.442
C 3.19256 -5.15807 3.04586 0.08 -0.59 0.21 -0.624
C 2.16567 -4.28425 3.73540 0.52 -0.54 -0.02 0.160
H 3.19792 -4.20674 1.08838 0.02 0.04 0.05 0.246
H 4.81475 -4.46796 1.78024 -0.07 0.29 -0.02 0.361
H 2.77430 -6.06803 2.61165 0.07 0.09 -0.04 0.340
H 3.96616 -5.45168 3.76301 -0.02 -0.02 -0.13 0.290
H 1.20103 -4.30946 3.22534 0.38 0.17 0.32 -0.334
H 2.05294 -4.54994 4.78627 -0.32 0.25 -0.11 0.420
O -2.74974 3.74415 -5.50412 0.48 -0.75 0.09 -0.569
C -2.73445 2.54727 -5.62620 -0.24 1.15 -0.18 0.418
O -1.60460 1.78983 -5.56059 -0.38 0.32 0.08 -0.201
C -1.92940 0.42647 -5.85632 0.26 -0.55 -0.04 -0.499
C -3.40764 0.29870 -5.57077 -0.43 -0.47 0.09 -0.542
C -3.92778 1.67806 -5.91573 -0.16 -0.45 0.28 -0.401
H -1.68998 0.23073 -6.90597 -0.01 0.04 0.04 0.310
H -1.33298 -0.23755 -5.22809 0.13 0.26 -0.07 0.329
H -3.88680 -0.50448 -6.13324 0.12 0.03 0.04 0.336
H -3.56392 0.10372 -4.50505 0.04 -0.01 -0.11 0.277
H -4.18283 1.76434 -6.97460 -0.05 0.13 0.08 0.263
H -4.77645 1.95586 -5.29109 0.05 0.26 -0.27 0.279
O -0.59114 -3.53550 3.27341 -0.56 -0.72 0.27 -0.614
C -1.15731 -4.58858 3.11270 0.19 0.87 -0.24 0.737
O -0.96828 -5.68057 3.90214 0.18 0.54 -0.01 -0.323
C -1.70798 -6.78560 3.36812 -0.15 -0.52 0.02 -0.473
C -2.79156 -6.16506 2.51805 -0.45 -0.28 -0.21 -0.124
C -2.12476 -4.90706 2.00540 -0.48 -0.21 0.12 -0.651
H -1.02676 -7.41092 2.78271 0.01 0.05 0.04 0.273
H -2.11964 -7.38099 4.18495 0.25 0.14 0.05 0.285
H -3.14893 -6.82481 1.72744 0.03 0.04 0.17 0.145
H -3.64687 -5.89701 3.14519 0.06 -0.09 -0.13 0.223
H -1.56524 -5.08867 1.08437 0.00 0.16 0.01 0.305
H -2.84281 -4.09920 1.86699 0.32 0.07 -0.16 0.290
O 4.36711 4.67927 -4.61470 0.60 0.63 0.18 -0.579
C 5.10194 5.10171 -3.75536 -0.40 -0.61 -0.56 0.554
O 6.04774 6.05584 -3.96644 -0.45 -0.24 -0.22 -0.392
C 6.81049 6.24183 -2.76798 0.41 0.26 0.24 -0.489
C 5.92611 5.73944 -1.65084 0.02 0.06 0.66 -0.541
C 5.14613 4.63189 -2.32542 -0.01 0.34 0.36 0.289
H 7.73871 5.66885 -2.85324 -0.06 0.02 -0.03 0.255
H 7.05723 7.29848 -2.65034 -0.03 -0.10 -0.27 0.336
H 6.48531 5.41074 -0.77339 -0.03 0.06 -0.09 0.333
H 5.24000 6.53201 -1.33572 0.09 -0.07 -0.01 0.278
H 5.67369 3.67612 -2.28062 -0.18 -0.04 -0.04 0.210
H 4.14263 4.53765 -1.91127 0.12 -0.29 -0.13 -0.205
O -5.39080 -5.92002 0.87121 -0.21 -0.74 0.30 -0.550
C -5.95245 -6.97404 0.71774 0.51 0.90 -0.21 0.506
O -5.75794 -8.06223 1.51169 0.08 0.47 -0.03 -0.338
C -6.49493 -9.17208 0.98538 -0.11 -0.57 0.08 -0.423
C -7.58336 -8.55940 0.13533 -0.56 -0.20 -0.27 -0.502
C -6.92177 -7.30096 -0.38533 -0.50 -0.21 0.07 -0.396
H -5.81343 -9.79764 0.40116 -0.01 0.05 0.04 0.272
H -6.90214 -9.76479 1.80627 0.24 0.14 0.04 0.300
H -7.94093 -9.22526 -0.65181 0.06 -0.01 0.12 0.322
H -8.43824 -8.29119 0.76409 0.09 -0.07 -0.06 0.268
H -6.36412 -7.48500 -1.30669 0.00 0.16 0.03 0.257
H -7.64275 -6.49593 -0.52561 0.34 0.10 -0.14 0.294
```
Positions in Å, forces in eV/Å.

For the HOMO energy, the calculation gives -9.29 eV. The calculation puts the total energy at -2951.36259 Eh. The value obtained for the energy above the lowest of the compared OMol25 structures with the same formula, charge and spin is 6.596 eV. As for the structure (SMILES): O=C1OCC[C@@H]1C(F)(F)c1cccc(C(F)(F)F)c1.O=C1CCCO1.O=C1CCCO1.O=C1CCCO1.O=C1CCCO1.O=C1CCCO1.O=C1CCCO1. As for the max |F|: 5.0 eV/Å. The gap between HOMO and LUMO comes out at 9.26 eV.